(a)
Below is 2 unconnected molecules or ions with the total composition C5H3FOS, with properties calculated with ωB97M-V/def2-TZVPD.

The geometry in ORCA input format:
```
! RIJCOSX wB97M-V def2-TZVPD def2/J DEFGRID3
* xyz 0 1
H -0.9071 1.6061 0.9331
H 0.9517 -2.1840 0.7776
C 0.0898 1.1481 -1.7593
C -0.1952 1.4866 -2.8653
F 0.8816 -0.8857 -0.7838
O -0.3822 -0.2438 1.8850
S 0.4663 -2.0442 3.4111
H -1.0105 1.7003 -3.7199
C -0.4418 0.5555 0.6872
C 0.2422 0.3838 -0.4599
C 0.3053 -1.5227 1.8942
*
```

Calculated values
LUMO level: -0.344 eV

=====

(b)
Below is C5H3FOS in the gas phase, with properties calculated with ωB97M-V/def2-TZVPD.

The geometry in ORCA input format:
```
! RIJCOSX wB97M-V def2-TZVPD def2/J DEFGRID3
* xyz 0 1
C -0.5235 0.9879 0.1577
S -2.7657 -0.7919 -0.2133
O 0.0353 -2.5811 0.1687
C -1.1565 -0.3815 -0.1468
H -0.4992 1.1082 1.4578
F 2.3261 -1.1080 -0.2198
C -0.0134 -1.3778 -0.0946
C 1.2161 -0.4422 -0.2512
C 0.9468 0.8430 -0.1248
H 1.5426 1.8352 -0.4119
H -1.1084 1.9082 -0.3219
*
```

Calculated values
LUMO level: -1.853 eV
SMILES: O=C1C(=S)CC=C1F

=====

Which of them is the most stable, and which is the least stable? (b) and (a), in that order.

=====

(a)
Below is a gas-phase ion, C4H9FNO (charge +1), with properties calculated with ωB97M-V/def2-TZVPD.

The geometry in ORCA input format:
```
! RIJCOSX wB97M-V def2-TZVPD def2/J DEFGRID3
* xyz 1 1
C -0.5051 0.9412 -2.3490
C 0.9727 0.3684 -0.4858
H -0.6847 1.5002 -0.3928
F 0.5633 -2.1018 3.0567
H 1.7388 0.1297 -1.2132
C -0.6174 -1.6175 2.7453
N 0.1337 1.4261 -1.0479
H -1.0474 0.1485 -2.0573
H -1.2050 -2.3998 2.3153
H 0.6112 2.3139 -1.1163
O -0.3974 -0.5983 1.3911
H -1.0658 1.7539 -2.7186
H 0.4213 0.6467 -2.8681
H -0.9956 -0.8160 3.4019
C 0.6044 -0.5568 0.5216
H 1.4729 -1.1383 0.8173
*
```

Calculated values
LUMO level: -3.180 eV
SMILES: C[NH2+]/C=C\OCF

=====

(b)
Below is 2 unconnected molecules or ions with the total composition C4H9FNO, with properties calculated with ωB97M-V/def2-TZVPD.

The geometry in ORCA input format:
```
! RIJCOSX wB97M-V def2-TZVPD def2/J DEFGRID3
* xyz 1 1
H -0.5359 -1.3235 -1.7768
H -0.8035 2.2710 -0.3083
N -1.0816 0.1239 -0.2370
H -0.2490 -0.0819 1.5548
H -1.6931 -0.7138 1.5973
H -1.6002 1.0529 1.5264
H -1.8702 -1.6567 -0.6867
C 2.5808 0.4721 -0.0621
F 1.4927 -0.2197 0.5024
C -0.9423 -1.1587 -0.7988
H 4.4899 0.3027 -0.1126
C -1.2164 0.0998 1.2261
H -1.0128 1.4435 -1.8613
H -0.3221 -1.7247 -0.0263
C -0.8633 1.2712 -0.7671
O 3.6270 -0.1580 0.2298
*
```

Calculated values
LUMO level: -4.714 eV

=====

Which of them is the most stable, and which is the least stable? (a) and (b), in that order.

=====

(a)
Below is a molecular structure, C15H37CuN2O5, with properties calculated with ωB97M-V/def2-TZVPD.

The geometry in ORCA input format:
```
! RIJCOSX wB97M-V def2-TZVPD def2/J DEFGRID3
* xyz 0 1
H 27.7610 -13.9223 0.8546
C 21.9670 -16.0667 -4.0452
H 26.5749 -21.5233 4.4747
C 25.4054 -20.3740 -0.9384
O 21.2776 -17.2894 -4.0598
C 26.0014 -19.4724 1.7584
C 24.7233 -15.3415 1.3261
C 27.4465 -19.3654 -3.5641
N 26.5401 -20.8229 1.9540
O 25.8434 -19.0242 -0.7147
H 28.2962 -21.7884 2.4236
H 24.4747 -20.5757 -0.4082
H 24.6182 -14.8980 2.3214
H 27.9519 -19.4964 -4.5247
H 22.9840 -16.0386 -2.1900
H 25.0847 -20.3470 -1.9822
C 27.5150 -21.0398 4.2196
H 20.2285 -17.0312 -2.1988
H 28.8210 -18.5198 5.7705
C 23.2531 -16.0091 -3.2501
H 25.3526 -13.4723 0.6949
H 25.0516 -16.3645 1.5356
H 27.4345 -15.6464 0.7707
O 27.5188 -19.7916 4.9189
H 21.5863 -18.1476 -2.2228
H 27.6489 -19.1014 0.3621
H 23.5895 -17.9026 -3.6550
H 21.2345 -15.3279 -3.6998
H 24.2756 -16.7464 -5.4825
H 28.3706 -21.6478 4.5415
H 25.2799 -19.0613 -5.0265
H 22.1823 -15.8131 -5.0870
H 28.2603 -19.1409 -2.8771
H 24.9120 -19.5153 1.7038
N 24.2017 -17.1180 -3.4372
H 26.1889 -18.8528 2.6397
Cu 26.0163 -16.8592 -1.7984
O 26.5881 -18.2333 -3.7003
C 24.9921 -16.8851 -4.6695
C 20.7579 -17.7530 -2.8225
C 28.7641 -19.1375 4.8733
H 28.8111 -18.4773 4.0019
H 20.1787 -18.6234 -3.1245
H 26.6803 -17.7777 0.6135
H 27.0875 -14.8033 2.2897
H 26.8241 -20.2109 -3.2768
C 27.7727 -20.8730 2.7246
C 27.0843 -14.7035 1.2029
C 26.5793 -18.8576 0.4448
H 23.8027 -15.0814 -3.4117
H 26.2360 -21.0595 -0.7896
H 25.8433 -21.4627 2.3023
H 28.4800 -20.0882 2.4651
C 25.7120 -14.5015 0.5500
H 29.7051 -19.6965 4.8588
C 25.8598 -18.1391 -4.9240
O 25.7942 -14.7046 -0.8226
H 23.7487 -15.2922 0.8359
H 25.6978 -16.0641 -4.5535
H 26.3619 -17.9699 -5.8802
*
```

Calculated values
LUMO level: 0.481 eV

=====

(b)
Below is a molecular structure, C15H37CuN2O5, with properties calculated with ωB97M-V/def2-TZVPD.

The geometry in ORCA input format:
```
! RIJCOSX wB97M-V def2-TZVPD def2/J DEFGRID3
* xyz 0 1
H 3.2992 -2.4499 -1.1982
H 2.3240 3.1551 2.8941
H 2.1628 -0.9508 3.8947
O 1.6061 2.0549 0.3806
H -1.9108 2.0752 -3.5219
H -2.0729 -0.9279 -0.5390
H -5.6763 -2.6887 0.8299
H 0.6384 3.2738 2.5796
H -2.8771 -0.7484 2.1644
C -1.7317 0.8045 0.3111
H 1.1913 -3.0862 0.8464
N 2.4184 -2.3476 -0.7147
H 0.4975 -2.8668 -1.3291
C 1.6030 3.6630 2.2536
H 2.6157 -1.7390 -3.2429
H 1.7594 -3.8179 -2.1080
H -0.5393 3.9895 0.4120
H -0.9097 -2.4618 0.6179
C 2.8980 -2.2098 1.7384
C -2.6414 -1.7428 1.7854
H 1.6022 4.7185 2.5256
N -1.3087 -0.5406 -0.0042
C 0.4498 4.1472 -0.0180
H -0.9767 1.2958 0.9248
O 1.0804 -0.5682 -2.4898
C 1.5232 -2.8364 -1.6969
H 2.5265 3.8068 0.3843
H -2.5224 -2.3812 2.6608
H 3.9173 -1.9766 1.4306
C 2.3681 -0.3340 3.0198
H -0.8837 1.7969 -1.4149
H -5.2548 -1.1415 1.4808
Cu 1.1246 -0.2413 -0.2790
H 1.8052 0.5952 3.1090
H 0.9877 -2.2788 -3.6657
C 1.6005 -1.8630 -2.8659
H -3.4713 2.7660 -2.9517
H -2.6743 0.8825 0.8528
C 2.2539 -3.0649 0.6046
C 1.4631 0.5328 -3.3428
H 2.5352 0.6172 -3.5205
O -3.6321 -2.2738 0.9086
H 0.9374 0.4751 -4.2960
H -4.9575 -2.7008 2.4416
H -3.3371 1.3182 -4.0105
H 3.4020 0.0036 3.0920
O 2.0239 -1.0546 1.8174
C 1.5837 3.3875 0.7354
C -4.9564 -2.1899 1.4788
H 1.1687 1.5113 -2.9634
H 0.6198 5.2220 -0.0820
H 2.8569 -2.7644 2.6758
C -1.2372 -1.5366 1.0921
C -1.8917 1.6195 -1.0401
C -2.9144 1.8524 -3.1596
H -2.1839 2.6507 -0.8416
H 0.3599 3.7752 -1.0387
H -0.5135 -1.1938 1.8316
H 2.6398 -4.0838 0.5736
O -2.7685 1.0711 -2.0130
*
```

Calculated values
LUMO level: 0.564 eV

=====

Which of them is the most stable, and which is the least stable? (b) and (a), in that order.

=====

(a)
Below is 11 unconnected molecules or ions with the total composition C22H33N11, with properties calculated with ωB97M-V/def2-TZVPD.

The geometry in ORCA input format:
```
! RIJCOSX wB97M-V def2-TZVPD def2/J DEFGRID3
* xyz 0 1
C 7.5362 2.3299 -2.4453
C 5.2289 0.3517 -6.7119
C -0.5992 -6.7918 3.8953
C -1.3875 0.5807 7.5540
H 3.6777 5.4010 -2.2284
N 1.5384 0.1132 -1.0896
C -0.1954 -0.4173 0.8130
H -4.7555 2.4158 -3.7818
N -2.4218 1.0827 7.3307
H -6.4233 0.5355 1.1346
H -1.0609 -8.4830 2.8156
H 7.3011 3.2405 -2.9963
H 4.6645 0.2531 -7.6392
H 6.6174 1.8381 -2.1259
C 4.8674 -5.7960 -0.4998
C -6.8614 1.5328 1.1733
H 2.1572 4.6151 -2.1555
N 9.0679 2.8046 -0.4249
C -2.5997 7.5032 -0.4472
N -8.6201 1.7861 3.0494
C 8.4063 2.5546 -1.3345
C -7.8527 1.7020 2.2305
H -7.2350 1.8510 0.2000
H -0.4857 -0.8818 8.5257
C -4.0475 0.3883 -3.6593
H 4.3132 -4.3158 -1.6555
C -2.5130 6.0728 -0.4121
H -2.3416 -7.9969 3.9036
H 0.3113 -0.4198 6.9856
C 5.7421 -0.8674 -6.2291
C -4.3165 1.6114 -4.3720
N 2.8250 4.4415 0.7174
H -1.7068 7.9669 -0.0279
H 8.0051 1.7408 -3.2335
H -3.4163 1.9161 -4.9057
C 2.7692 4.8106 -0.3587
H -2.8779 7.9832 -1.3855
C 4.6934 -4.2966 -0.6342
C 0.7867 -0.1001 -0.2570
C 2.7484 5.3844 -1.6590
H 3.8692 -3.9802 0.0051
H 5.5888 -3.6898 -0.4990
H 4.5699 0.8377 -5.9924
H -6.0333 2.1341 1.5487
C -5.7403 -5.2971 1.9703
H 0.3053 0.5759 8.6489
C -4.8477 -4.4604 1.2476
N 6.2375 -1.8584 -5.8306
H 5.9927 1.0903 -6.9551
N -2.3900 4.9455 -0.4258
H 0.0915 0.1305 1.7106
N -6.4933 -5.9968 2.5072
H -0.1072 -1.4998 0.9048
H -4.5421 -5.0622 0.3917
N -3.8484 -0.5983 -3.1023
H -5.0866 1.4459 -5.1255
N 4.9029 -6.9278 -0.5235
H -3.9200 -4.1766 1.7445
H -1.2115 -0.1186 0.5551
H -0.9620 -8.7421 4.6148
C -1.2587 -8.0739 3.8064
H -5.3288 -3.5732 0.8359
H -3.3397 8.0114 0.1711
C -0.1666 -0.0529 7.8939
H 2.1869 6.3157 -1.7335
N -0.0085 -5.8200 3.9723
*
```

Calculated values
LUMO level: -0.062 eV
SMILES: CC#N.CC#N.CC#N.CC#N.CC#N.CC#N.CC#N.CC#N.CC#N.CC#N.CC#N

=====

(b)
Below is a molecular structure, C22H33N11, with properties calculated with ωB97M-V/def2-TZVPD.

The geometry in ORCA input format:
```
! RIJCOSX wB97M-V def2-TZVPD def2/J DEFGRID3
* xyz 0 1
C 0.4590 2.0140 -1.5323
H 1.7924 2.5851 1.6513
H -2.4306 -0.7603 1.8476
H -2.9597 0.6390 0.8598
C 2.1470 -0.2055 -2.2207
H -3.6719 0.0765 -3.4677
H 1.2422 -2.8787 2.4140
C 3.2105 2.9249 0.2330
H 2.6239 0.7497 -2.4406
C -0.4803 -1.8246 2.4871
C 1.1035 0.4996 2.6160
C -1.4807 1.1185 2.1226
H 2.5145 2.2485 -1.9830
N 4.1078 -1.9653 -1.8278
N -0.5255 1.7808 2.2755
H -1.0263 0.9382 0.2804
H 1.0486 -1.4763 0.0736
N -2.2961 -0.1579 -0.6138
H 1.5216 -0.0771 -1.3373
H -0.9513 -0.8623 0.6251
N 4.3234 3.0301 -0.0163
C -2.9396 -0.6483 -3.1122
C -2.6917 0.2979 1.8598
H 1.0801 3.5639 0.2982
H -2.0805 3.3898 -1.2065
H 0.5982 -0.1444 1.8962
H 0.0119 -3.6145 3.3202
H -3.5137 0.3774 2.5711
H 2.8223 -1.6420 0.1941
H -3.3672 -1.6491 -3.1735
H 1.5408 -0.4589 -3.0904
H 1.7812 -2.5329 -1.0963
C -2.2819 2.3506 -1.4664
H -3.2028 2.0735 -0.9532
C 1.7979 2.7942 0.5816
H -0.5522 -0.1381 -0.9820
N -2.7999 2.2297 -4.0297
C -0.5200 -0.0101 0.0999
C -2.6177 -0.3388 -1.7116
H 1.4769 1.8958 0.0543
N 2.0064 0.4534 0.5373
H 1.7625 1.1796 2.0762
N -0.3838 1.5910 -0.8680
N -1.2113 -1.1395 1.9166
N 2.5976 -0.8832 4.3924
C 1.5406 2.5547 -2.3650
N 0.0031 -3.0353 -0.3646
H -2.8461 -2.8852 1.0380
H -2.9619 -2.2405 -0.6076
H -2.1964 -1.2137 0.7532
C 1.9128 -3.2251 0.8484
H 0.8473 -2.2047 4.0986
H 1.4884 2.0530 -3.3313
H -2.0905 -0.7332 -3.7904
C 1.8956 -2.1438 -0.0846
N 1.9255 -4.0910 1.7230
C 2.0034 -0.3385 3.5457
C 0.9038 0.2420 0.3509
H -1.5412 1.6322 -1.1151
C -1.0556 -2.6835 -0.0337
C 0.4904 -2.6470 3.1685
C -2.3972 -2.1951 0.3236
H 0.3758 1.1068 3.1544
C 3.1575 -1.2233 -1.9575
C -2.5585 2.2633 -2.8905
H 1.5179 3.6144 -2.6189
*
```

Calculated values
LUMO level: -0.114 eV

=====

Which of them is the most stable, and which is the least stable? (a) and (b), in that order.

=====

(a)
Below is C14H19N3OS in the gas phase, with properties calculated with ωB97M-V/def2-TZVPD.

The geometry in ORCA input format:
```
! RIJCOSX wB97M-V def2-TZVPD def2/J DEFGRID3
* xyz 0 1
H 4.0970 -0.0956 -1.4742
C -3.5831 -1.0553 -0.1248
H 2.9669 -1.4692 -1.4183
H -4.3915 -1.6558 -0.5131
H 2.2826 1.2898 -2.5599
C -1.4903 0.3464 0.8637
C -2.5313 1.0581 0.2435
H -4.3958 1.5852 -1.7910
N 2.5215 0.0796 -0.1286
H 0.4430 -0.9840 2.2546
C 1.0354 -0.1865 1.8085
O 1.2667 -1.7794 0.0567
H -1.3678 -3.4452 0.5575
C -3.6167 0.3247 -0.2586
C 3.0445 -0.3798 -1.4044
C -4.7527 1.0305 -0.9235
H 1.2165 -0.1176 -2.5076
C -2.4744 2.4585 0.1176
C 2.2534 0.2022 -2.5721
H -5.5145 0.3241 -1.2434
H 2.2910 1.8521 0.9596
H 1.7876 0.1794 2.5031
S -0.1009 1.2094 1.5024
H 3.2968 1.9576 -0.4791
H -2.7116 -3.4168 1.6951
H 5.0867 0.6337 0.6409
H 2.6687 -0.1472 -3.5134
C -2.4051 -3.1448 0.6852
C -2.5047 -1.6671 0.5098
H 4.6779 2.0702 1.5823
N -1.4978 -0.9594 1.0006
H -3.0382 -3.6677 -0.0261
C 3.0511 1.3274 0.3793
H -5.2000 1.7521 -0.2404
C 4.3060 1.1133 1.2265
H 4.0918 0.4816 2.0851
N -2.4298 3.5997 0.0039
C 1.6210 -0.7041 0.5025
*
```

Calculated values
LUMO level: 0.383 eV
SMILES: CCN(CC)C(=O)CSc1nc(C)cc(C)c1C#N

=====

(b)
Below is C14H19N3OS in the gas phase, with properties calculated with ωB97M-V/def2-TZVPD.

The geometry in ORCA input format:
```
! RIJCOSX wB97M-V def2-TZVPD def2/J DEFGRID3
* xyz 0 1
N -1.7885 -1.0215 3.1708
H -0.7620 -2.5952 -2.1379
H 1.9439 -0.7195 0.5655
C -0.2051 3.8956 -3.0056
C 0.0979 -0.7609 -2.7981
C 1.8282 2.4121 -3.2417
H 1.1217 -2.9108 1.0788
N 0.1941 -0.2497 3.6073
H 0.3040 -3.8654 -0.1965
C -0.9743 4.8482 -2.0998
C 1.6224 0.3026 -1.2805
H 0.8555 2.9510 -1.3944
C -1.6606 0.6289 5.0360
C 1.4298 -0.7348 -0.3836
H 2.2969 1.1011 -1.0124
H -1.2085 0.3567 5.9888
H -1.4578 1.6817 4.8442
H 1.9802 2.8427 -4.2359
S -1.2611 -2.7282 1.1532
C 0.9588 0.2992 -2.5025
C -0.8487 -1.5540 2.3513
H -2.7333 0.4738 5.0909
O 1.0813 1.2385 -3.4806
H 1.7517 4.2659 -2.1681
H -1.2462 4.3548 -1.1691
H -1.8857 5.1852 -2.5872
C 0.3640 -2.8969 0.2988
C 1.0901 3.4170 -2.3537
N 0.3719 -1.1130 2.5845
H 0.0299 4.3963 -3.9477
H 0.9811 0.2462 3.9934
C 0.5825 -1.7916 -0.6780
H -0.4129 -0.7531 -3.7481
C -0.0869 -1.7865 -1.8990
C -1.1133 -0.2099 3.9475
H -0.3695 5.7209 -1.8611
H -0.8251 3.0273 -3.2360
H 2.8113 2.1682 -2.8192
*
```

Calculated values
LUMO level: 0.686 eV
SMILES: CCCCOc1ccc(CSc2n[nH]c(C)n2)cc1

=====

Which of them is the most stable, and which is the least stable? (a) and (b), in that order.